C32H29Cl2N6O3Re as an isolated structure at a distorted geometry, computed with ωB97M-V/def2-TZVPD.

Structure (ORCA input):
```
! RIJCOSX wB97M-V def2-TZVPD def2/J DEFGRID3
* xyz 3 4
Re -0.3672 0.0774 -0.4593
Cl -0.7184 2.6849 -4.9647
Cl -2.4231 -0.5699 -1.1748
O 1.0852 -1.4043 -1.5841
O 1.3916 0.6518 0.0572
O 3.4378 1.4364 0.3089
N 0.1943 -1.8468 0.3604
N -0.8871 -2.2891 2.3471
N -5.9995 -2.0480 2.0718
N 1.8719 -3.2585 -0.4730
N -1.8762 -1.8298 -1.8298
N -0.5243 1.3517 -2.2567
C -3.7802 -3.4385 -0.4454
C -2.0271 1.9549 -4.1423
C 0.3901 2.0173 2.2741
C 0.2490 1.2406 3.3958
C 1.3234 2.9486 -1.7940
C -4.1835 -2.1445 0.2642
C -2.8575 -3.8299 -1.4513
C -3.3067 1.9916 -4.7031
C -0.5324 5.0418 -1.5800
C -1.9438 1.6144 1.6855
C -0.9644 3.7515 -1.8308
C 0.8272 5.3009 -1.4552
C -0.6935 2.2072 1.3896
C -0.0366 2.7226 -1.9515
C -1.8668 -3.1195 -2.1990
C -4.1838 0.8446 -2.7851
C -3.4997 -1.0851 -0.1955
C 1.7343 4.2616 -1.5573
C 1.0777 -2.1720 -0.5950
C -1.8313 1.3408 -2.9142
C -0.9849 0.6224 3.6677
C -2.8904 0.6038 -2.3611
C -3.2103 2.1021 1.0318
C 1.7376 -4.0495 0.6316
C 2.4998 1.3098 -0.4065
C -2.0582 0.7847 2.8139
C -4.3835 1.4861 -4.0021
C -5.1946 -2.1164 1.2550
C 2.3667 1.8648 -1.8061
C 2.9040 -3.5433 -1.4939
C 0.8219 -3.7920 1.5909
C 0.0243 -2.6240 1.4516
H -1.1052 0.0475 4.5783
H -3.0256 0.3625 3.0646
H -3.0753 2.4091 -0.0075
H 0.1026 0.8935 -2.9265
H -1.2201 -3.4975 -2.9770
H -0.9873 -2.8314 3.1917
H -5.3885 1.5889 -4.3874
H -2.1914 0.6568 -0.2972
H 1.1777 6.3074 -1.2727
H -3.4409 2.4485 -5.6748
H 1.3227 2.5355 2.0929
H -5.0220 0.4289 -2.2355
H 3.3341 2.2827 -2.0737
H 0.7234 -4.4342 2.4528
H 1.0712 1.1396 4.0911
H -1.2540 5.8435 -1.5032
H -4.3662 -4.2821 -0.0961
H -3.5441 2.9920 1.5732
H 2.6106 -3.0803 -2.4298
H -1.3420 -1.3869 2.3047
H 2.9818 -4.6195 -1.6190
H 3.8596 -3.1358 -1.1703
H -2.9582 -4.8902 -1.6624
H -2.0240 3.5637 -1.9494
H 2.1499 1.0494 -2.5024
H -4.0186 1.3727 1.0984
H 2.4080 -4.8972 0.6857
H -0.6464 2.9726 0.6230
H 2.7929 4.4615 -1.4454
*
```

Computed properties:
total energy: -2788.1858 Eh
frontier orbital gap (alpha / beta): 5.2 / 6.1 eV
<S²>: 3.839
HOMO (alpha / beta): -16.20 / -17.11 eV
energy above the lowest of the compared OMol25 structures with the same formula, charge and spin: 1336.8 kJ/mol